{
  "formula": "C4H11N2",
  "method": "wB97M-V/def2-TZVPD",
  "total_energy_ev": -7299.2106,
  "orbital_gap_ev": 10.74,
  "smiles": "CC/C(N)=C/[NH3+]",
  "de_lowest_kj_mol": 167.6,
  "total_charge": 1,
  "elements": ["C", "C", "C", "C", "N", "N", "H", "H", "H", "H", "H", "H", "H", "H", "H", "H", "H"],
  "coordinates": [[-2.26, -0.91, 0.18], [-0.75, -1.31, 0.28], [0.21, -0.18, 0.18], [0.78, 0.10, -0.99], [1.62, 1.33, -1.01], [0.45, 0.65, 1.31], [-2.69, -0.55, 1.11], [-2.80, -1.81, -0.10], [-2.45, -0.20, -0.63], [-0.52, -2.12, -0.43], [-0.59, -1.89, 1.19], [0.38, -0.11, -1.98], [0.96, 2.07, -1.27], [1.97, 1.58, -0.08], [2.32, 1.38, -1.76], [0.83, 0.10, 2.06], [-0.25, 1.33, 1.55]],
  "lowdin_charge": [-0.067, -0.196, -0.324, -0.022, 0.182, 0.097, 0.074, 0.082, 0.075, 0.118, 0.122, 0.144, 0.174, 0.156, 0.171, 0.104, 0.109]
}

=====

{
  "formula": "C7H10S",
  "method": "wB97M-V/def2-TZVPD",
  "total_energy_ev": -18246.0063,
  "orbital_gap_ev": 8.25,
  "de_lowest_kj_mol": 985.1,
  "total_charge": 0,
  "elements": ["C", "C", "C", "C", "C", "C", "C", "H", "H", "H", "H", "H", "H", "H", "H", "H", "H", "S"],
  "coordinates": [[2.29, 0.41, 1.21], [0.43, -0.66, -0.55], [0.11, -1.88, -0.86], [-0.43, 0.60, -0.53], [0.03, 1.75, -1.00], [-1.95, 0.38, 0.01], [-2.27, -0.76, 0.72], [3.29, 1.73, 0.79], [3.00, -0.68, 2.18], [0.83, 0.77, 1.48], [-0.85, -2.06, -1.36], [0.68, -2.66, -1.17], [-0.97, 2.34, -1.13], [0.99, 2.02, -1.29], [-2.57, 1.25, -0.10], [-1.66, -1.51, 1.14], [-3.31, -0.63, 0.91], [2.37, -0.40, -0.43]],
  "lowdin_charge": [-0.562, -0.501, -0.054, -0.342, 0.035, -0.075, 0.019, 0.142, 0.143, 0.162, 0.085, 0.023, 0.105, 0.032, 0.077, 0.047, 0.042, 0.622]
}

=====

{
  "formula": "C48H40F8",
  "method": "wB97M-V/def2-TZVPD",
  "total_energy_ev": -72160.6846,
  "orbital_gap_ev": 9.37,
  "smiles": "Fc1ccccc1.Fc1ccccc1.Fc1ccccc1.Fc1ccccc1.Fc1ccccc1.Fc1ccccc1.Fc1ccccc1.Fc1ccccc1",
  "de_lowest_kj_mol": 358.0,
  "total_charge": 0,
  "elements": ["F", "C", "C", "C", "C", "C", "C", "H", "H", "H", "H", "H", "F", "C", "C", "C", "C", "C", "C", "H", "H", "H", "H", "H", "F", "C", "C", "C", "C", "C", "C", "H", "H", "H", "H", "H", "F", "C", "C", "C", "C", "C", "C", "H", "H", "H", "H", "H", "F", "C", "C", "C", "C", "C", "C", "H", "H", "H", "H", "H", "F", "C", "C", "C", "C", "C", "C", "H", "H", "H", "H", "H", "F", "C", "C", "C", "C", "C", "C", "H", "H", "H", "H", "H", "F", "C", "C", "C", "C", "C", "C", "H", "H", "H", "H", "H"],
  "coordinates": [[-6.06, -5.41, -2.29], [-7.36, -5.63, -2.69], [-8.06, -6.82, -2.43], [-9.41, -6.92, -2.75], [-10.02, -5.89, -3.46], [-9.27, -4.75, -3.89], [-7.97, -4.56, -3.45], [-7.60, -7.54, -1.76], [-9.99, -7.79, -2.48], [-11.05, -6.04, -3.76], [-9.70, -3.97, -4.50], [-7.46, -3.66, -3.77], [-0.54, 8.75, 6.80], [0.22, 8.94, 5.70], [-0.12, 8.26, 4.47], [0.73, 8.38, 3.37], [2.00, 9.01, 3.52], [2.29, 9.49, 4.78], [1.45, 9.57, 5.86], [-1.02, 7.67, 4.37], [0.40, 7.89, 2.47], [2.63, 9.14, 2.65], [3.31, 9.83, 4.87], [1.81, 9.84, 6.84], [1.78, -8.11, 7.58], [2.38, -6.85, 7.49], [3.50, -6.53, 8.28], [4.11, -5.27, 8.04], [3.56, -4.32, 7.18], [2.36, -4.70, 6.50], [1.82, -5.94, 6.64], [3.89, -7.24, 8.99], [5.07, -5.08, 8.50], [3.91, -3.31, 7.05], [1.89, -3.93, 5.91], [1.03, -6.36, 6.03], [1.44, -5.17, -4.60], [2.39, -4.34, -5.12], [1.94, -3.21, -5.79], [2.86, -2.21, -6.12], [4.24, -2.47, -5.90], [4.65, -3.65, -5.31], [3.75, -4.62, -4.86], [0.90, -2.98, -5.94], [2.68, -1.38, -6.79], [4.91, -1.70, -6.24], [5.70, -3.82, -5.11], [4.09, -5.52, -4.37], [-5.18, -5.05, 9.95], [-5.69, -4.48, 8.83], [-7.06, -4.34, 8.80], [-7.72, -3.56, 7.88], [-6.82, -2.98, 6.94], [-5.43, -3.12, 6.92], [-4.82, -3.88, 7.95], [-7.56, -4.91, 9.57], [-8.80, -3.53, 7.85], [-7.33, -2.37, 6.22], [-4.96, -2.57, 6.12], [-3.76, -4.04, 8.07], [5.75, 4.52, -1.29], [6.39, 4.95, -2.40], [5.96, 4.57, -3.72], [6.81, 4.90, -4.73], [7.85, 5.84, -4.48], [8.09, 6.36, -3.22], [7.40, 5.87, -2.18], [5.17, 3.84, -3.88], [6.55, 4.49, -5.69], [8.54, 6.13, -5.26], [8.88, 7.09, -3.08], [7.83, 6.05, -1.21], [-1.00, 2.39, -6.76], [-0.25, 3.26, -7.55], [0.54, 4.30, -7.08], [1.36, 5.05, -7.87], [1.39, 4.67, -9.17], [0.61, 3.72, -9.76], [-0.30, 3.06, -8.95], [0.68, 4.50, -6.03], [2.08, 5.74, -7.46], [1.96, 5.32, -9.81], [0.68, 3.45, -10.81], [-0.93, 2.26, -9.30], [-1.01, -1.28, 2.45], [-0.56, -0.49, 1.41], [-0.67, -0.88, 0.08], [-0.15, -0.09, -0.92], [0.40, 1.12, -0.48], [0.53, 1.53, 0.85], [0.04, 0.68, 1.80], [-1.14, -1.84, -0.08], [-0.12, -0.44, -1.95], [0.91, 1.75, -1.19], [0.92, 2.47, 1.22], [-0.10, 0.86, 2.86]],
  "lowdin_charge": [0.027, -0.220, -0.027, -0.099, -0.089, -0.085, -0.015, 0.109, 0.103, 0.093, 0.097, 0.106, 0.047, -0.249, -0.010, -0.087, -0.082, -0.117, -0.023, 0.105, 0.097, 0.098, 0.102, 0.118, 0.019, -0.248, -0.001, -0.086, -0.076, -0.084, -0.050, 0.108, 0.096, 0.097, 0.102, 0.122, 0.034, -0.260, -0.024, -0.069, -0.099, -0.100, -0.002, 0.112, 0.099, 0.094, 0.101, 0.113, 0.043, -0.292, -0.046, -0.057, -0.108, -0.069, -0.001, 0.116, 0.105, 0.092, 0.102, 0.114, 0.045, -0.243, -0.016, -0.088, -0.084, -0.110, -0.046, 0.111, 0.102, 0.096, 0.111, 0.122, 0.011, -0.208, -0.040, -0.098, -0.134, -0.078, -0.010, 0.115, 0.116, 0.105, 0.109, 0.112, 0.027, -0.266, -0.026, -0.064, -0.094, -0.077, -0.043, 0.115, 0.106, 0.093, 0.107, 0.121]
}

=====

{
  "formula": "C12H13NO",
  "method": "wB97M-V/def2-TZVPD",
  "total_energy_ev": -16184.9175,
  "orbital_gap_ev": 8.97,
  "smiles": "c1cc2ccc3c(c2o1)CCNCC3",
  "de_lowest_kj_mol": 705.7,
  "total_charge": 0,
  "elements": ["C", "C", "C", "C", "C", "C", "C", "C", "C", "C", "C", "C", "H", "H", "H", "H", "H", "H", "H", "H", "H", "H", "H", "H", "H", "N", "O"],
  "coordinates": [[-0.03, -1.54, 2.39], [-0.94, -1.49, 1.11], [-0.43, -1.01, -0.25], [-0.10, -1.86, -1.41], [0.74, -1.04, -2.33], [0.83, 0.27, -2.31], [1.53, 1.09, -3.36], [0.82, 2.27, -2.94], [0.07, 1.00, -1.41], [-0.40, 0.39, -0.27], [-0.87, 1.11, 0.98], [-0.31, 0.96, 2.32], [-0.61, -1.73, 3.19], [1.02, -2.23, 2.54], [-1.52, -2.55, 1.09], [-1.82, -0.95, 1.18], [-0.42, -2.81, -1.38], [0.98, -1.56, -3.21], [2.55, 0.47, -3.93], [0.82, 3.21, -3.75], [-1.99, 0.82, 1.18], [-0.94, 2.27, 0.89], [-1.25, 0.89, 2.90], [0.43, 1.89, 2.80], [1.08, -0.09, 3.29], [0.70, -0.10, 2.43], [0.07, 2.31, -1.76]],
  "lowdin_charge": [-0.118, -0.162, -0.149, 0.076, -0.043, -0.285, 0.044, -0.124, -0.198, -0.103, -0.176, -0.289, 0.038, 0.173, 0.157, 0.055, 0.049, 0.084, 0.216, 0.164, 0.133, 0.148, 0.109, 0.177, 0.014, -0.049, 0.060]
}

=====

{
  "formula": "C20H43F4INO5S4",
  "method": "wB97M-V/def2-TZVPD",
  "total_energy_ev": -95461.6969,
  "orbital_gap_ev": 7.66,
  "total_charge": 1,
  "elements": ["C", "C", "C", "C", "C", "C", "C", "N", "C", "C", "C", "F", "C", "F", "F", "C", "I", "C", "C", "S", "O", "O", "F", "H", "H", "H", "H", "H", "H", "H", "H", "H", "H", "H", "H", "H", "H", "H", "H", "H", "H", "H", "H", "H", "H", "H", "H", "H", "C", "S", "O", "C", "H", "H", "H", "H", "H", "H", "C", "S", "O", "C", "H", "H", "H", "H", "H", "H", "C", "S", "O", "C", "H", "H", "H", "H", "H", "H"],
  "coordinates": [[-3.62, 0.73, 2.53], [-4.26, 0.06, 1.28], [-3.13, -0.63, 0.45], [-2.95, -0.08, -0.99], [-1.89, 1.04, -1.15], [-0.52, 0.70, -0.47], [0.53, 1.53, -1.23], [1.90, 1.74, -0.54], [2.88, 1.68, -1.72], [3.22, 0.24, -2.23], [4.55, -0.32, -1.76], [4.56, -1.62, -1.36], [5.73, 0.34, -1.72], [5.95, 1.35, -0.89], [6.76, 0.10, -2.50], [1.90, 3.21, -0.07], [3.74, 3.93, 0.80], [0.73, 3.63, 0.87], [1.06, 3.95, 2.37], [2.27, 0.58, 0.70], [3.65, 0.58, 0.99], [1.52, 0.83, 1.87], [1.91, -0.89, 0.22], [-4.38, 1.17, 3.20], [-3.11, -0.07, 3.10], [-2.85, 1.47, 2.24], [-4.89, -0.75, 1.69], [-4.91, 0.74, 0.71], [-2.21, -0.63, 1.06], [-3.42, -1.71, 0.33], [-3.92, 0.38, -1.28], [-2.76, -0.90, -1.70], [-2.28, 1.99, -0.73], [-1.69, 1.18, -2.23], [-0.65, 0.93, 0.59], [-0.41, -0.39, -0.60], [0.64, 1.04, -2.21], [0.07, 2.50, -1.50], [2.43, 2.22, -2.57], [3.84, 2.17, -1.52], [3.33, 0.35, -3.33], [2.39, -0.48, -2.13], [1.80, 3.79, -1.00], [0.35, 4.59, 0.47], [-0.14, 2.96, 0.91], [1.44, 4.98, 2.52], [0.08, 3.94, 2.88], [1.66, 3.18, 2.88], [3.38, -0.01, 6.12], [4.04, 1.55, 5.51], [2.93, 2.24, 4.78], [5.12, 0.82, 4.27], [2.64, 0.21, 6.89], [2.91, -0.56, 5.30], [4.19, -0.60, 6.55], [4.53, 0.22, 3.57], [5.87, 0.21, 4.76], [5.61, 1.63, 3.72], [-2.15, -5.34, 1.58], [-2.47, -5.12, -0.17], [-2.68, -3.66, -0.41], [-4.10, -5.90, -0.16], [-1.18, -4.89, 1.81], [-2.93, -4.86, 2.17], [-2.11, -6.41, 1.81], [-4.75, -5.38, 0.54], [-4.00, -6.95, 0.13], [-4.51, -5.84, -1.17], [-1.94, -1.92, -5.85], [-2.36, -0.20, -6.20], [-1.31, 0.65, -5.58], [-3.80, -0.14, -5.12], [-1.04, -2.16, -6.40], [-1.77, -2.04, -4.78], [-2.75, -2.56, -6.18], [-3.50, -0.38, -4.10], [-4.55, -0.84, -5.46], [-4.21, 0.87, -5.14]],
  "lowdin_charge": [-0.117, -0.236, -0.210, -0.196, -0.179, -0.195, -0.124, -0.255, -0.141, -0.086, -0.213, 0.067, -0.289, 0.138, 0.190, -0.619, 1.106, -0.269, -0.179, 0.643, -0.218, -0.166, -0.078, 0.070, 0.074, 0.059, 0.101, 0.101, 0.096, 0.080, 0.110, 0.100, 0.124, 0.109, 0.092, 0.126, 0.142, 0.146, 0.148, 0.084, 0.141, 0.126, 0.097, 0.125, 0.096, 0.063, 0.091, 0.024, -0.264, 0.825, -0.564, -0.264, 0.053, 0.056, 0.056, 0.041, 0.057, 0.049, -0.267, 0.822, -0.572, -0.266, 0.048, 0.060, 0.056, 0.060, 0.057, 0.051, -0.269, 0.812, -0.579, -0.265, 0.051, 0.052, 0.056, 0.036, 0.058, 0.054]
}

=====

Record order is preserved below.
E_LUMO: -3.506 -0.162 0.248 0.880 -3.244 eV